[1]
Computed, not measured: the molecule C5H11NOS at a distorted geometry, with ωB97M-V/def2-TZVPD.

Values from the calculation:
ΔE to the lowest compared entry with this formula, charge and spin (kJ/mol): 388.5
Electronic energy (eV): -19733.068
HOMO-LUMO gap (alpha / beta) (eV): 8.12 / 8.12
E_HOMO (alpha / beta) (eV): -7.5247 / -7.5255

ORCA input file:
```
! wB97M-V def2-TZVPD RIJCOSX def2/J DEFGRID3
* xyz 0 1
C -0.287 0.171 -0.167
C 0.158 -2.292 0.584
C -2.230 1.468 0.360
C 2.433 1.347 -0.237
C 0.323 -1.163 -0.578
N -1.584 0.287 -0.158
O -2.232 -0.676 -0.703
S 0.673 1.608 0.184
H 0.864 -2.132 1.315
H 0.339 -3.164 0.052
H -0.867 -2.419 0.922
H -1.627 2.080 0.995
H -2.579 2.109 -0.533
H -3.083 1.178 0.865
H 2.897 2.369 -0.153
H 2.607 0.842 -1.108
H 2.966 0.889 0.582
H -0.121 -1.481 -1.474
H 1.350 -1.022 -0.746
*
```

---

[2]
Computed, not measured: a 2-piece molecular cluster, C5H11NOS overall at a distorted geometry, with ωB97M-V/def2-TZVPD.

Values from the calculation:
ΔE to the lowest compared entry with this formula, charge and spin (kJ/mol): 496.1
Electronic energy (eV): -19731.954
HOMO-LUMO gap (eV): 6.47
E_HOMO (eV): -8.8858

ORCA input file:
```
! wB97M-V def2-TZVPD RIJCOSX def2/J DEFGRID3
* xyz 0 1
C 0.255 -0.317 -1.400
C 1.637 -0.534 -1.043
S 1.509 -1.135 0.620
C -0.936 0.057 -0.592
N -0.903 1.172 0.273
C -1.400 0.742 1.588
C 0.331 1.949 0.283
O -1.961 -0.553 -0.749
H -0.058 -0.975 -2.213
H -1.997 -2.827 0.344
H 2.326 0.300 -1.212
H 2.056 -1.323 -1.660
H -1.384 -2.636 0.724
H -0.654 0.117 2.081
H -1.663 1.595 2.196
H -2.335 0.226 1.364
H 0.101 2.927 0.688
H 0.686 2.048 -0.746
H 1.083 1.481 0.909
*
```